# 1
Here is a structure of composition C6H8O5Ti at a distorted geometry from the Open Molecules 2025 dataset. Energies are from ωB97M-V/def2-TZVPD.

Geometry (Å):
Ti: 0.253567 -0.885316 0.346366
O: 2.103290 0.277260 -2.028134
C: 1.546310 -0.219697 -1.133004
C: -1.436147 0.292683 0.546038
O: -2.331833 1.012652 0.543517
C: -0.937982 -1.244763 -1.325775
O: -1.571997 -1.219760 -2.306066
C: 0.796708 1.093164 0.763474
O: 0.856527 2.243163 0.668826
H: -0.919587 2.755490 -2.166650
H: -1.520847 3.141266 -2.028126
C: 0.875358 -3.375054 3.655648
C: 1.073369 -2.093519 2.788263
O: 1.001477 -2.508380 1.375039
H: -0.174467 -3.758419 3.513438
H: 1.041355 -3.109386 4.728529
H: 1.653947 -4.132592 3.348269
H: 0.283720 -1.337468 2.971637
H: 2.028948 -1.593147 2.968285
H: 0.881781 -3.461086 1.348921

Cartesian forces, eV/Å:
1.7 -3.9 2.8
-2.9 -2.8 5.0
4.3 3.0 -6.8
-6.0 4.1 0.5
3.7 -3.1 0.1
-4.5 -0.4 -7.4
3.6 -0.3 5.6
0.8 7.2 0.2
0.0 -5.2 0.7
0.6 -0.4 -0.1
-0.6 0.3 0.2
-0.2 0.3 -0.2
0.4 -0.5 1.7
-0.7 2.5 -1.4
1.1 0.2 0.3
-0.2 -0.3 -0.8
-0.8 0.7 0.4
-0.3 -0.1 -0.1
0.1 -0.3 -0.3
-0.1 -1.0 -0.3

Summary:
Largest force on an atom: 8.7 eV Å⁻¹
Charge: +3
Frontier orbital gap (alpha / beta): 6.434 / 6.679 eV
Multiplicity: 2
HOMO (alpha / beta): -23.634 / -23.634 eV
ΔE to the lowest compared entry with this formula, charge and spin: 0.000 eV
Expectation value of S²: 0.755

Atom charges from the natural (NBO) analysis, given in e for atoms 1 to 6: Ti 1.172; O -0.139; C 0.495; C 0.480; O -0.134; C 0.501

# 2
Here is a structure of composition C20H17Cl2N3OPdS from the Open Molecules 2025 dataset. Energies are from ωB97M-V/def2-TZVPD.

Geometry (Å):
Pd: -0.327032 0.740008 0.263728
Cl: -0.967891 -0.497714 -5.883974
C: 0.468172 -0.235060 -4.912571
C: 1.700520 -0.523202 -5.480264
C: 2.860603 -0.324201 -4.777822
Cl: 4.402524 -0.690700 -5.554721
C: 2.830103 0.178543 -3.456738
C: 3.980815 0.426047 -2.677812
C: 3.847477 0.931376 -1.414534
C: 2.561865 1.182894 -0.909572
N: 1.472215 0.946819 -1.603614
C: 1.568748 0.466757 -2.862505
C: 0.287389 0.279621 -3.591289
O: -0.808118 0.564753 -3.089744
H: 1.742682 -0.904660 -6.492636
H: 4.957001 0.216444 -3.096121
H: 4.717992 1.134712 -0.802224
H: 2.406298 1.587444 0.085522
C: -0.730165 -1.116038 1.529729
C: -0.407798 -0.845323 2.900940
C: -1.379047 -0.419664 3.845214
C: -1.063041 -0.139928 5.161308
C: 0.239912 -0.273978 5.637511
C: 1.216791 -0.697899 4.733476
C: 0.909214 -0.974497 3.417292
H: -1.780538 -1.340431 1.340905
H: -0.059011 -1.822021 1.039107
H: -2.406706 -0.308570 3.508907
H: -1.848059 0.192939 5.835033
H: 0.489000 -0.042085 6.666412
H: 2.244709 -0.804570 5.069509
H: 1.696008 -1.279855 2.734861
C: -0.727313 3.492173 -1.974277
N: -1.670960 2.962336 -1.028290
C: -3.006134 2.704867 -1.269368
C: -3.561343 2.242139 -0.136414
N: -2.569042 2.233782 0.839250
C: -1.315977 2.521290 0.253948
S: 0.078387 3.074102 1.140682
H: -1.276300 3.850723 -2.845170
H: -0.023816 2.723059 -2.286188
H: -0.178002 4.315674 -1.510639
H: -3.439821 2.858360 -2.242034
H: -4.567086 1.915306 0.058334
H: -2.561363 1.629559 1.644958

Cartesian forces, eV/Å:
0.1 0.0 0.4
0.0 0.0 0.0
0.0 0.0 0.0
0.0 0.0 0.0
0.1 0.0 -0.1
0.0 0.0 0.0
-0.1 0.0 0.0
0.0 0.0 0.0
0.0 0.0 0.0
0.0 0.0 0.0
0.0 0.0 -0.1
0.1 0.0 0.0
0.0 0.0 0.0
0.0 0.0 -0.1
0.0 0.0 0.0
0.0 0.0 0.0
0.0 0.0 0.0
0.0 0.0 0.0
0.1 0.0 -0.1
-0.1 0.0 -0.1
0.0 0.0 0.0
0.0 0.0 0.0
0.0 0.0 0.0
0.0 0.0 0.0
0.0 0.0 0.0
0.0 0.0 0.0
0.0 0.0 0.0
0.0 0.0 0.0
0.0 0.0 0.0
0.0 0.0 0.0
0.0 0.0 0.0
0.0 0.0 0.0
0.0 0.0 0.0
0.1 -0.2 0.0
0.0 0.0 0.0
0.0 0.0 0.0
0.0 0.0 0.1
-0.1 0.1 0.0
-0.1 0.1 -0.1
0.0 0.0 0.0
0.0 0.0 0.0
0.0 0.0 0.0
0.0 0.0 0.0
0.0 0.0 0.0
0.0 0.0 0.0

Summary:
Largest force on an atom: 0.4 eV Å⁻¹
Charge: -2
Frontier orbital gap: 4.290 eV
HOMO: 0.125 eV
ΔE to the lowest compared entry with this formula, charge and spin: 1.354 eV

Atom charges from the natural (NBO) analysis, given in e for atoms 1 to 6: Pd 0.281; Cl -0.076; C -0.224; C -0.213; C -0.155; Cl -0.099

# 3
Here is the molecule C2H4BrN at a distorted geometry from the Open Molecules 2025 dataset. Energies are from ωB97M-V/def2-TZVPD.

Geometry (Å):
C: 0.476886 -0.730467 -0.097504
C: 0.335717 0.538679 0.547045
N: -0.838590 -0.293447 0.224321
Br: -2.035304 0.420047 -1.653968
H: 0.719826 -0.519932 -1.058481
H: 0.708996 -1.630573 0.232219
H: 0.278589 0.696952 1.663244
H: 0.353879 1.518741 0.143123

Cartesian forces, eV/Å:
-1.0 2.7 -1.2
-2.0 1.2 4.0
-2.1 1.0 -1.5
1.6 -0.7 2.1
0.9 -0.1 -3.1
1.5 -3.8 2.0
0.5 -0.6 -1.0
0.7 0.4 -1.2

Summary:
Largest force on an atom: 4.7 eV Å⁻¹
Frontier orbital gap (alpha / beta): 8.400 / 8.467 eV
HOMO (alpha / beta): -10.010 / -10.010 eV
ΔE to the lowest compared entry with this formula, charge and spin: 3.311 eV

Atom charges from the natural (NBO) analysis, given in e for atoms 1 to 6: C -0.301; C -0.300; N -0.193; Br -0.104; H 0.225; H 0.216

# 4
Here is a structure of composition C41H53N3O3SSe2Ti at a distorted geometry from the Open Molecules 2025 dataset. Energies are from ωB97M-V/def2-TZVPD.

Geometry (Å):
Ti: 0.354533 -0.444177 0.024675
O: 3.268209 4.686775 -0.153610
C: 3.911691 3.993867 0.893719
C: 3.302427 2.581698 1.061944
C: 3.945205 1.967834 2.322867
O: 3.537388 0.680918 2.659895
C: 1.800764 2.826861 1.173959
Se: 0.511311 1.419051 1.743264
C: 3.659754 1.805117 -0.198471
Se: 2.978419 -0.044634 -0.322729
H: 3.840956 5.398275 -0.458416
H: 3.797084 4.557263 1.833606
H: 4.984304 3.901883 0.685815
H: 3.770484 2.655907 3.170397
H: 5.026045 1.886320 2.162276
H: 2.564564 0.659489 2.675222
H: 1.451485 3.161672 0.196264
H: 1.633182 3.620426 1.909194
H: 4.748171 1.702406 -0.262950
H: 3.299731 2.351784 -1.073675
C: -3.972079 0.287933 1.948764
C: -2.548282 -0.012293 2.424029
C: -2.256640 0.734003 3.723747
C: -2.316359 -1.504047 2.514296
C: -2.691605 -2.210273 3.646115
C: -2.539791 -3.581644 3.695959
C: -2.059856 -4.252528 2.590032
C: -1.702175 -3.593380 1.415028
C: -1.258696 -4.494597 0.271554
C: 0.243438 -4.402339 0.016462
C: -1.990816 -4.322103 -1.061702
C: -1.764243 -2.186845 1.410059
N: -1.455836 -1.418252 0.256048
C: -2.478889 -1.427700 -0.588658
C: -2.555787 -0.815115 -1.847253
C: -3.667481 -1.105413 -2.665217
C: -3.801571 -0.574560 -3.921686
C: -2.823072 0.302993 -4.388895
C: -1.741369 0.638370 -3.601789
C: -1.545494 0.079020 -2.319446
N: -0.482223 0.371678 -1.533980
C: 0.322676 1.420995 -2.030691
C: -0.031844 2.750767 -1.701102
C: 0.727684 3.792691 -2.213544
C: 1.835952 3.531880 -3.001210
C: 2.154346 2.229290 -3.338079
C: 1.386123 1.148965 -2.907634
C: 1.722457 -0.193758 -3.554949
C: 1.196527 -1.503154 -2.954485
C: 1.271456 -0.162241 -5.026677
C: -1.306334 3.020229 -0.913440
C: -1.212890 4.125266 0.141927
C: -2.440176 3.375387 -1.884597
H: -4.110060 1.365056 1.887877
H: -4.708854 -0.123656 2.636656
H: -4.139918 -0.131719 0.959842
H: -1.866259 0.384164 1.658023
H: -3.001994 0.527723 4.488683
H: -2.250313 1.802946 3.521388
H: -1.270305 0.471300 4.101549
H: -3.123484 -1.695325 4.491836
H: -2.820876 -4.130159 4.583733
H: -1.983786 -5.331370 2.627660
H: -1.472117 -5.517774 0.610128
H: 0.508808 -3.417322 -0.376413
H: 0.547240 -5.154588 -0.710811
H: 0.806637 -4.576398 0.931188
H: -1.712659 -3.389270 -1.544678
H: -3.072009 -4.350790 -0.937837
H: -1.701928 -5.138082 -1.723205
H: -3.361228 -2.008605 -0.297626
H: -4.417958 -1.777188 -2.270392
H: -4.652116 -0.827184 -4.538929
H: -2.915546 0.737024 -5.374833
H: -1.018702 1.342715 -3.989383
H: 0.458031 4.816324 -1.995702
H: 2.446872 4.347529 -3.361741
H: 3.021093 2.043333 -3.959212
H: 2.818333 -0.261093 -3.527459
H: 0.115077 -1.607660 -3.073178
H: 1.467385 -1.618185 -1.895054
H: 1.664935 -2.326734 -3.498656
H: 0.190699 -0.282057 -5.088754
H: 1.733856 -0.981179 -5.575657
H: 1.540780 0.775052 -5.507034
H: -1.578058 2.090590 -0.387787
H: -2.193773 4.259580 0.597722
H: -0.906632 5.078258 -0.283372
H: -0.519208 3.856528 0.931908
H: -2.193690 4.283380 -2.433745
H: -3.366008 3.542623 -1.335720
H: -2.610723 2.572716 -2.596377
O: 1.011532 -1.705172 1.103542
N: 1.651988 -2.053896 2.209792
C: 1.167600 -1.610650 3.378941
C: 1.746600 -1.928846 4.574889
C: 2.873418 -2.770642 4.567570
C: 3.352310 -3.222912 3.374478
C: 2.762344 -2.869818 2.135585
S: 3.313073 -3.448666 0.678112
H: 0.282414 -0.987925 3.286684
H: 1.331314 -1.531698 5.485276
H: 3.345616 -3.058364 5.498357
H: 4.207392 -3.879879 3.319908

Cartesian forces, eV/Å:
2.1 2.2 0.5
-0.1 0.4 -0.5
0.3 -0.3 0.6
0.2 0.0 -0.1
0.0 0.5 -0.1
-0.2 -0.3 0.5
-0.3 -0.2 0.0
0.1 0.3 0.1
-0.4 -0.4 -0.2
0.3 0.1 -0.2
-0.1 -0.1 0.1
0.0 -0.1 0.0
0.0 -0.1 0.0
0.1 0.1 -0.1
0.0 0.2 0.0
0.1 0.0 -0.2
0.1 0.1 0.3
-0.1 0.0 -0.1
-0.1 0.0 0.0
0.2 0.0 0.1
0.3 0.0 0.0
0.1 0.2 -0.1
0.1 -0.1 -0.2
0.3 0.1 -0.3
0.0 -0.1 0.0
0.0 0.0 0.1
-0.1 0.0 0.0
0.1 0.0 0.0
0.2 0.0 -0.3
-0.3 0.0 0.1
0.0 -0.1 0.2
-0.7 -0.6 1.0
-2.4 -0.3 -1.6
0.8 -0.3 1.4
0.3 0.6 -0.9
0.1 0.0 0.1
-0.3 -0.2 0.1
0.5 0.1 0.4
-0.2 0.0 -0.7
-0.4 -0.3 0.5
-1.3 0.1 -1.7
0.6 0.9 -0.5
-0.1 -0.4 0.0
0.0 0.0 -0.1
-0.1 0.0 0.0
-0.1 0.1 0.0
-0.1 0.1 0.1
0.0 -0.2 0.1
0.0 0.0 0.2
0.1 0.0 0.1
-0.2 0.0 0.2
0.2 -0.2 -0.1
0.1 -0.2 0.1
-0.1 0.1 0.0
-0.1 -0.1 0.1
-0.2 0.0 -0.1
-0.2 0.0 0.3
-0.1 0.0 0.1
0.0 0.1 0.0
0.0 0.0 0.1
0.0 0.1 0.0
0.0 0.0 0.1
0.0 -0.1 -0.1
0.0 0.2 0.0
0.1 -0.3 0.1
0.0 -0.1 -0.1
0.1 0.1 -0.1
0.0 -0.1 -0.1
-0.2 0.0 0.0
0.0 -0.1 -0.1
0.2 0.1 0.0
-0.1 -0.1 0.0
0.0 0.0 0.0
0.0 0.1 -0.1
0.0 0.0 0.1
0.0 0.1 0.1
0.1 0.1 0.0
0.0 -0.1 -0.1
-0.2 0.1 0.0
0.1 0.0 0.0
0.1 -0.1 -0.4
0.0 -0.1 0.1
0.0 0.0 -0.1
0.0 -0.1 -0.1
0.0 0.1 -0.1
0.1 0.3 -0.2
-0.1 0.0 0.0
0.0 0.2 -0.1
0.0 0.0 0.0
0.0 0.1 -0.1
-0.1 0.1 0.1
-0.1 0.1 -0.1
0.5 -2.2 1.6
0.7 -0.4 0.4
-0.6 0.4 0.6
-0.1 0.0 -0.2
0.0 0.0 -0.2
0.0 0.1 0.6
-0.1 -0.2 -0.8
0.4 -0.2 -0.3
0.3 -0.1 0.1
-0.1 0.0 0.1
0.0 0.0 0.0
0.0 0.0 0.0

Summary:
Largest force on an atom: 3.1 eV Å⁻¹
Charge: -1
Frontier orbital gap (alpha / beta): 5.504 / 5.381 eV
Multiplicity: 2
HOMO (alpha / beta): -3.279 / -3.336 eV
Expectation value of S²: 0.760

Atom charges from the Löwdin analysis, given in e for atoms 1 to 6: Ti 0.541; O -0.062; C -0.233; C -0.549; C -0.249; O -0.124